#a
C3H6NS | the ωB97M-V functional and the def2-TZVPD basis

- Kohn-Sham gap (alpha / beta) (eV) = 7.3 / 7.3
- E_HOMO (alpha / beta) (eV) = -14.3143 / -14.3136

Geometry as ORCA input:
```
! RIJCOSX wB97M-V def2-TZVPD def2/J DEFGRID3
* xyz 1 1
C -0.48086 0.99951 0.62376
C 0.12386 0.64946 1.78579
C -1.23293 -0.24838 0.42158
N 0.65208 -0.48372 -1.49591
S -0.62664 -1.01345 1.84078
H -0.26295 1.76177 -0.05794
H 1.06815 0.81216 2.36444
H -1.95366 -0.70981 -0.32295
H 0.48426 -1.49535 -1.59077
H 1.56018 -0.26081 -1.11821
H 0.66851 -0.01138 -2.45056
*
```

***

#b
C3H6NS | the ωB97M-V functional and the def2-TZVPD basis

- Kohn-Sham gap (alpha / beta) (eV) = 7.8 / 7.8
- E_HOMO (alpha / beta) (eV) = -12.6957 / -12.6946

Geometry as ORCA input:
```
! RIJCOSX wB97M-V def2-TZVPD def2/J DEFGRID3
* xyz 1 1
C 0.14715 -1.36433 0.45408
C -1.21564 0.11135 -0.51180
C 0.93721 -0.08744 0.53723
N 0.04154 0.87809 -0.23883
S 0.00739 -2.88350 0.52096
H -1.37312 -0.18955 -1.46483
H -1.93834 0.28685 0.19451
H 1.17972 0.35572 1.42680
H 1.92585 -0.03433 0.02414
H 0.28125 1.15929 -1.14664
H 0.00700 1.76784 0.20438
*
```

***

Energetically preferred structure: #a | next structure: +0.488 eV

***

#a
C10H10FN | the ωB97M-V functional and the def2-TZVPD basis

- Kohn-Sham gap (eV) = 10.6
- E_HOMO (eV) = -9.6805
- SMILES = C#C[C@](F)(CC)c1ccccn1

Geometry as ORCA input:
```
! RIJCOSX wB97M-V def2-TZVPD def2/J DEFGRID3
* xyz 0 1
C -2.22078 2.44727 1.26717
C -1.67739 1.54684 0.68917
C -1.19006 0.45526 -0.17469
F -1.57558 0.62260 -1.51566
C -1.72144 -0.89260 0.41566
C -1.31239 -2.00784 -0.45614
C 0.38258 0.39516 -0.09792
C 1.13090 -0.18564 -1.15526
C 2.46428 0.04575 -1.11774
C 3.07499 0.52362 0.11835
C 2.17571 0.90414 1.06645
N 0.84700 0.98426 0.92986
H -2.88852 3.08856 1.77454
H -2.80537 -0.89128 0.61012
H -1.17073 -0.95708 1.33502
H -0.30790 -2.29799 -0.40797
H -1.67064 -1.70058 -1.43680
H -1.90680 -2.83663 -0.22297
H 0.55571 -0.63887 -1.99815
H 3.18481 -0.20342 -1.85857
H 4.07692 0.26692 0.26789
H 2.55472 1.33155 1.96762
*
```

***

#b
C10H10FN | the ωB97M-V functional and the def2-TZVPD basis

- Kohn-Sham gap (eV) = 9.5
- E_HOMO (eV) = -8.9232
- SMILES = Fc1cccc(C2=NCCC2)c1

Geometry as ORCA input:
```
! RIJCOSX wB97M-V def2-TZVPD def2/J DEFGRID3
* xyz 0 1
F 3.74477 -1.97125 0.06076
C 2.99730 -0.86383 0.07326
C 3.51034 0.48898 0.05505
C 2.57391 1.46599 -0.14172
C 1.22379 1.26945 -0.21863
C 0.69164 0.02239 0.02019
C -0.74971 -0.23849 0.00495
N -1.19418 -1.43143 -0.18533
C -2.58153 -1.35167 -0.16834
C -3.04729 0.01273 0.19853
C -1.72842 0.86820 0.17919
C 1.61080 -1.02952 0.01239
H 4.65845 0.65434 0.18660
H 2.90481 2.51406 -0.09446
H 0.61433 2.09406 -0.42521
H -2.77456 -1.70705 -1.28133
H -3.02604 -2.18530 0.39560
H -3.53957 0.04159 1.18135
H -3.79139 0.40584 -0.44522
H -1.78571 1.45061 -0.73344
H -1.58087 1.53188 1.07425
H 1.26913 -2.04159 0.25157
*
```

***

Energetically preferred structure: #b | next structure: +1.907 eV

***

#a
C4H24N2O8 | the ωB97M-V functional and the def2-TZVPD basis

- Kohn-Sham gap (eV) = 9.7
- E_HOMO (eV) = -9.1705
- SMILES = NCNCCC=O.O.O.O.O.O.O.O

Geometry as ORCA input:
```
! RIJCOSX wB97M-V def2-TZVPD def2/J DEFGRID3
* xyz 0 1
N 1.46841 0.82671 2.31245
C 1.46930 1.36131 0.97764
N 0.34075 1.12688 0.09040
C -0.95036 1.72108 0.52047
C -2.08682 0.96314 -0.17931
C -2.31071 -0.39719 0.43869
O -1.80054 -0.75992 1.47317
H 0.82847 1.32168 2.91950
H 1.26083 -0.15612 2.36593
H 2.33300 1.03661 0.38594
H 1.67742 2.43537 1.06296
H 0.24577 0.12749 -0.05798
H -1.02939 1.67429 1.60050
H -0.87935 2.76541 0.20155
H -3.00389 1.54398 -0.02218
H -1.90993 0.86273 -1.25181
H -2.99136 -1.07132 -0.10677
O -0.89798 -3.29444 -1.00133
H -0.66548 -2.61025 -1.66717
H -0.22445 -3.94881 -1.22304
O 3.64517 -1.20440 0.25099
H 2.76011 -1.52548 0.46133
H 4.24660 -1.67243 0.83193
O 0.98688 -2.06977 -2.49265
H 0.85066 -1.20895 -2.92420
H 1.77011 -1.99367 -1.93807
O 0.56828 -2.06271 0.99144
H -0.03238 -2.61514 0.44232
H 0.04904 -1.96464 1.79651
O -2.03937 1.12164 3.98709
H -2.29954 0.25759 4.34135
H -1.85338 0.81616 3.08869
O 0.29555 2.48643 -2.47868
H 0.16345 2.00385 -1.62637
H 1.14018 2.92908 -2.35977
O -0.32776 0.11666 -3.51073
H -0.65010 0.00286 -4.40572
H -0.14718 1.05432 -3.29506
*
```

***

#b
C4H24N2O8 | the ωB97M-V functional and the def2-TZVPD basis

- Kohn-Sham gap (eV) = 9.3
- E_HOMO (eV) = -9.1011
- SMILES = OCNCCNCO.O.O.O.O.O.O

Geometry as ORCA input:
```
! RIJCOSX wB97M-V def2-TZVPD def2/J DEFGRID3
* xyz 0 1
O -3.26486 0.00747 -0.71692
C -2.51151 -0.52340 0.41583
N -1.12175 -0.39661 0.21027
C -0.27308 0.67036 0.60881
C 0.97710 0.92057 -0.31693
N 2.12035 0.19111 0.29148
C 2.35964 -1.18835 -0.22348
O 2.88412 -1.21368 -1.50369
H -2.87377 0.86617 -0.93654
H -2.86018 0.02829 1.28430
H -2.80221 -1.56865 0.44689
H -0.84394 -0.84888 -0.65030
H -0.83503 1.63296 0.59428
H 0.03523 0.62493 1.66789
H 0.74910 0.39134 -1.24718
H 1.09564 1.97566 -0.53345
H 2.96924 0.72387 0.14296
H 1.53182 -1.83073 0.08314
H 3.27098 -1.46556 0.36313
H 2.37787 -0.77806 -2.20113
O 0.19260 2.71203 3.26682
H 0.70131 2.27784 2.56043
H 0.35949 2.08414 3.99290
O 1.39889 -1.29021 2.69655
H 1.83168 -0.56999 2.18374
H 0.77358 -1.63887 2.02778
O -2.45485 -1.16239 -3.23120
H -2.65925 -1.48370 -2.34057
H -2.94238 -0.32730 -3.23536
O -1.46333 1.44761 -2.61035
H -0.95945 0.76072 -3.06624
H -1.05193 2.27713 -2.87352
O 0.22754 -0.95734 -3.75450
H 0.45307 -1.20433 -4.67049
H -0.70784 -1.25519 -3.69921
O 1.25236 0.63149 5.15290
H 0.47526 0.04759 5.09429
H 1.73004 0.23694 4.40728
*
```

***

Energetically preferred structure: #a | next structure: +1.269 eV

***

#a
C9H11NO3 | the ωB97M-V functional and the def2-TZVPD basis

- Kohn-Sham gap (eV) = 10.1
- E_HOMO (eV) = -9.5073
- SMILES = NO[C@@H](Cc1ccccc1)C(=O)O

Geometry as ORCA input:
```
! RIJCOSX wB97M-V def2-TZVPD def2/J DEFGRID3
* xyz 0 1
N 0.56596 0.15048 2.06093
O 1.70610 -0.28849 1.26336
C 1.76439 0.40321 0.00084
C 1.23201 -0.55110 -1.05836
C -0.19139 -0.87142 -0.68950
C -1.18510 0.05806 -0.92562
C -2.54321 -0.13182 -0.68733
C -2.93259 -1.32439 -0.08131
C -1.97285 -2.33900 0.12219
C -0.60929 -2.08508 -0.18758
C 1.23945 1.81137 -0.20401
O 1.43315 2.32838 -1.25035
O 0.65800 2.40221 0.82824
H -0.24445 -0.54960 1.80450
H 0.92178 -0.21622 2.97913
H 2.84245 0.50786 -0.27863
H 1.23749 -0.12006 -2.09589
H 1.82761 -1.42565 -0.96240
H -0.84381 0.96053 -1.36762
H -3.22078 0.67405 -0.96552
H -3.98420 -1.68003 0.00164
H -2.36943 -3.27895 0.50659
H 0.09846 -3.00177 -0.12856
H 0.58675 1.72071 1.61441
*
```

***

#b
C9H11NO3 | the ωB97M-V functional and the def2-TZVPD basis

- Kohn-Sham gap (alpha / beta) (eV) = 7.0 / 7.5
- E_HOMO (alpha / beta) (eV) = -6.6414 / -6.9216

Geometry as ORCA input:
```
! RIJCOSX wB97M-V def2-TZVPD def2/J DEFGRID3
* xyz 0 1
C -1.18808 -1.23979 1.80283
C -0.23149 -0.29350 1.92867
C 0.94803 1.52987 -0.15941
C -1.78296 -1.37752 -0.72050
C -0.78029 -1.65211 0.44693
C -0.16734 0.08326 -1.82288
C -1.00831 -1.11951 -2.00588
C 0.13585 -0.48768 0.52856
C 2.23724 2.62070 1.49038
N 0.35945 0.28359 -0.55975
O 0.53466 2.47167 -0.76408
O -0.17439 -2.32114 -2.18932
O 1.81707 1.45064 0.81605
H -1.84589 -1.58579 2.52716
H 0.07152 0.40056 2.69107
H -2.40660 -2.22569 -0.98888
H -2.43231 -0.56703 -0.50104
H -0.33635 -2.71508 0.34554
H -0.00820 0.87739 -2.51253
H -1.60877 -0.89711 -2.97626
H 3.09589 3.12087 0.96078
H 2.68308 2.32849 2.40411
H 1.44730 3.30618 1.81673
H 0.64091 -1.99127 -2.55829
*
```

***

Energetically preferred structure: #a | next structure: +2.859 eV